# 1
A structure of composition C24H50ClFP2PtSi2. Source: the OMol25 dataset; level of theory: ωB97M-V/def2-TZVPD.

Results
gap between HOMO and LUMO (spin up / spin down)	0.161 / 0.178	Ha
E_HOMO (spin up / spin down)	-3.68 / -8.13	eV

Structure (ORCA input):
```
! RIJCOSX wB97M-V def2-TZVPD def2/J DEFGRID3
* xyz 0 5
Pt -0.52 0.05 0.66
C 2.36 -0.20 -2.32
C 1.52 -1.35 -2.23
C 0.18 -0.93 -2.51
Si 2.05 -2.89 -1.31
C 0.18 0.48 -2.64
C 1.53 0.95 -2.44
Si 2.05 2.62 -1.80
H 3.45 -0.19 -2.20
H -0.69 -1.58 -2.61
H -0.68 1.11 -2.86
Cl -4.16 0.25 2.84
C 3.91 2.67 -1.59
C 1.49 3.86 -3.06
C 3.91 -2.90 -1.09
C 1.50 -4.33 -2.34
H 2.08 3.69 -3.98
H 1.67 4.89 -2.72
H 0.43 3.76 -3.33
H 4.23 2.17 -0.67
H 4.23 3.73 -1.55
H 4.40 2.19 -2.45
H 2.07 -4.29 -3.29
H 0.43 -4.30 -2.60
H 1.72 -5.28 -1.84
H 4.40 -2.57 -2.02
H 4.23 -3.93 -0.86
H 4.22 -2.23 -0.27
C 1.34 2.87 -0.02
C 1.34 -2.84 0.49
P -0.38 2.35 0.36
H 1.44 3.95 0.21
H 2.01 2.32 0.66
P -0.38 -2.26 0.77
H 2.01 -2.18 1.07
H 1.44 -3.86 0.89
C -0.86 -2.73 2.50
C -1.41 -3.37 -0.35
C -1.41 3.26 -0.93
C -0.85 3.12 1.98
C -0.64 2.14 3.13
H -1.93 3.31 1.87
C -0.16 4.45 2.31
H 0.92 4.31 2.44
H -0.57 4.82 3.26
H -0.33 5.24 1.57
H -1.40 1.35 3.09
H -0.77 2.66 4.09
H 0.37 1.71 3.09
H -0.97 2.91 -1.88
C -1.29 4.79 -0.89
C -2.89 2.88 -0.87
H -0.27 5.18 -0.97
H -1.77 5.20 0.01
H -1.85 5.19 -1.75
H -3.06 1.86 -1.22
H -3.47 3.55 -1.50
H -3.27 2.97 0.15
H -0.97 -3.19 -1.35
C -2.89 -2.99 -0.35
C -1.30 -4.87 -0.05
H -0.27 -5.27 -0.06
H -1.85 -5.42 -0.82
H -1.77 -5.12 0.91
H -3.07 -2.05 -0.87
H -3.27 -2.91 0.67
H -3.47 -3.76 -0.86
C -0.65 -1.57 3.46
C -0.17 -3.99 3.05
H -1.94 -2.94 2.41
H 0.91 -3.83 3.15
H -0.34 -4.89 2.46
H -0.57 -4.18 4.05
H 0.35 -1.15 3.34
H -0.78 -1.91 4.49
H -1.41 -0.80 3.28
C -2.49 0.04 0.42
H -2.81 -0.05 -0.63
H -2.94 -0.79 0.98
H -2.95 0.95 0.83
F 1.54 0.09 1.01
*
```

# 2
A cluster of 4 separate species, C24H50IN5O3PS4 in total. Source: the OMol25 dataset; level of theory: ωB97M-V/def2-TZVPD.

Results
gap between HOMO and LUMO	0.314	Ha
E_HOMO	-10.97	eV

Structure (ORCA input):
```
! RIJCOSX wB97M-V def2-TZVPD def2/J DEFGRID3
* xyz 1 1
C -0.70 5.77 -0.16
C -2.15 5.28 -0.29
C -2.77 4.81 1.04
C -3.57 3.51 0.86
C -2.83 2.27 1.38
C -3.73 1.03 1.29
C -3.04 -0.24 0.83
N -2.08 -0.84 1.81
C -0.78 -1.01 1.50
N -0.31 -1.72 0.49
P -1.30 -2.84 -0.51
N -1.05 -4.33 -0.20
C 1.11 -1.68 0.16
C 1.69 -0.46 -0.19
C 3.04 -0.49 -0.51
C 3.72 -1.70 -0.49
C 3.01 -2.84 -0.15
N 1.72 -2.84 0.18
N 0.07 -0.39 2.40
C -0.82 0.26 3.41
S -0.11 0.31 5.06
C -2.11 -0.54 3.26
C -2.07 -1.89 4.02
C -2.62 -1.78 5.46
C -1.74 -2.43 6.54
I -4.62 -2.56 5.53
H -0.16 5.17 0.57
H -0.64 6.82 0.13
H -0.17 5.68 -1.12
H -2.15 4.44 -1.00
H -2.74 6.07 -0.76
H -1.98 4.68 1.77
H -3.44 5.59 1.42
H -4.54 3.55 1.37
H -3.76 3.35 -0.20
H -2.56 2.47 2.42
H -1.93 2.11 0.77
H -4.49 1.22 0.53
H -4.29 0.89 2.22
H -3.78 -0.99 0.55
H -2.47 0.00 -0.07
H -2.63 -2.45 -0.32
H -0.88 -2.42 -1.79
H -1.89 -4.79 0.13
H 1.11 0.44 -0.21
H 3.55 0.42 -0.79
H 4.77 -1.73 -0.74
H 3.50 -3.81 -0.15
H 0.68 -1.08 2.85
H -0.92 1.29 3.08
H 1.09 0.79 4.70
H -3.03 -0.07 3.61
H -2.71 -2.57 3.45
H -1.07 -2.33 4.03
H -2.76 -0.73 5.71
H -0.92 -2.99 6.10
H -1.30 -1.65 7.17
H -2.31 -3.08 7.20
C -1.31 3.58 -4.86
S -2.76 3.91 -3.86
O -2.90 2.77 -2.91
C -3.96 3.65 -5.18
H -0.44 3.64 -4.21
H -1.38 2.57 -5.28
H -1.23 4.32 -5.65
H -3.84 2.64 -5.58
H -3.80 4.40 -5.96
H -4.95 3.77 -4.75
C 1.98 -2.77 -3.51
S 0.67 -2.23 -4.61
O -0.61 -2.69 -3.99
C 1.04 -3.38 -5.93
H 1.90 -2.20 -2.59
H 1.86 -3.84 -3.29
H 2.95 -2.58 -3.97
H 0.98 -4.40 -5.55
H 2.03 -3.17 -6.33
H 0.29 -3.24 -6.71
C 9.40 -1.73 -0.61
S 7.94 -2.74 -0.88
O 6.99 -1.94 -1.70
C 7.34 -2.67 0.81
H 9.91 -1.63 -1.56
H 9.09 -0.75 -0.24
H 10.05 -2.23 0.11
H 7.19 -1.63 1.09
H 8.06 -3.14 1.47
H 6.40 -3.21 0.85
*
```

# 3
A cluster of 4 separate species, C24H50INO13S3 in total. Source: the OMol25 dataset; level of theory: ωB97M-V/def2-TZVPD.

Results
gap between HOMO and LUMO	0.344	Ha
E_HOMO	-9.13	eV
structure (SMILES)	CCO[C@H]1NC(=O)[C@@H](C[C@H](C)I)[C@@H]1CCCCOC(C)=O.CCOS(C)(=O)=O.CCOS(C)(=O)=O.CCOS(C)(=O)=O

Structure (ORCA input):
```
! RIJCOSX wB97M-V def2-TZVPD def2/J DEFGRID3
* xyz 0 1
C 4.66 -1.43 4.56
C 3.93 -1.30 3.23
O 2.55 -1.55 3.33
C 2.16 -2.85 3.08
N 2.29 -3.79 4.22
C 1.40 -4.87 3.94
O 1.32 -5.87 4.63
C 0.63 -4.51 2.68
C -0.67 -5.26 2.40
C -1.55 -5.59 3.61
C -2.40 -6.86 3.33
I -2.91 -3.96 4.01
C 0.70 -2.99 2.69
C 0.43 -2.34 1.31
C -0.99 -1.76 1.19
C -1.00 -0.24 1.35
C -2.19 0.33 2.09
O -2.40 -0.32 3.35
C -1.71 0.22 4.38
C -1.32 -0.75 5.45
O -1.43 1.40 4.45
H 4.39 -0.63 5.23
H 4.42 -2.37 5.04
H 5.73 -1.40 4.39
H 4.09 -0.30 2.84
H 4.41 -1.98 2.52
H 2.73 -3.23 2.21
H 3.23 -4.19 4.19
H 1.31 -4.82 1.88
H -1.26 -4.70 1.69
H -0.40 -6.21 1.93
H -0.96 -5.78 4.49
H -3.45 -6.68 3.51
H -2.06 -7.69 3.93
H -2.34 -7.11 2.28
H 0.06 -2.49 3.41
H 0.62 -3.09 0.55
H 1.13 -1.52 1.19
H -1.36 -2.01 0.20
H -1.67 -2.23 1.89
H -1.05 0.19 0.36
H -0.06 0.12 1.77
H -3.08 0.17 1.49
H -2.08 1.40 2.21
H -0.25 -0.86 5.47
H -1.64 -0.32 6.39
H -1.81 -1.71 5.34
C 3.66 0.67 -2.99
C 3.50 -0.84 -2.94
O 4.67 -1.50 -2.41
S 4.88 -1.47 -0.83
C 6.12 -2.71 -0.74
O 3.68 -1.94 -0.20
O 5.44 -0.21 -0.45
H 3.69 1.10 -1.99
H 2.81 1.11 -3.52
H 4.58 0.94 -3.51
H 2.62 -1.13 -2.36
H 3.38 -1.25 -3.94
H 5.70 -3.65 -1.07
H 6.44 -2.77 0.30
H 6.96 -2.41 -1.37
C -1.87 5.11 -2.51
C -0.68 5.60 -1.71
O -0.58 4.95 -0.42
S 0.02 3.48 -0.38
C 0.29 3.40 1.36
O 1.27 3.47 -1.07
O -1.01 2.55 -0.74
H -1.75 4.07 -2.81
H -2.00 5.71 -3.41
H -2.79 5.17 -1.92
H 0.25 5.47 -2.26
H -0.79 6.66 -1.49
H 1.04 4.14 1.63
H 0.65 2.39 1.58
H -0.64 3.58 1.87
C -6.19 6.31 -7.93
C -6.15 5.13 -6.98
O -4.96 4.32 -7.15
S -3.60 4.87 -6.52
C -2.68 3.37 -6.64
O -3.83 5.18 -5.14
O -3.04 5.85 -7.39
H -5.41 7.03 -7.69
H -7.16 6.80 -7.86
H -6.03 5.98 -8.96
H -6.22 5.45 -5.94
H -6.97 4.45 -7.18
H -3.15 2.62 -6.01
H -1.67 3.59 -6.30
H -2.67 3.06 -7.68
*
```

no.,DFT total energy (a.u.),largest force on an atom (Eh/bohr),molecular weight (g mol⁻¹)
1,-2885.3911,0.0597,706.313
2,-3675.4395,0.0342,742.842
3,-3469.5849,0.0277,783.763